Molecular formula: C3H4Cl2
Method: DFT, ωB97M-V/def2-TZVPD

Summary:
**Largest force on an atom**: 3.96 eV/A
**Multiplicity**: 1
**Orbital gap**: 10.9 eV
**Energy relative to the best compared isomer or geometry (same formula, charge and spin)**: 135.8 kJ/mol
**Structure (SMILES)**: Cl[C@@H]1C[C@H]1Cl
**LUMO energy**: 1.023 eV

Geometry (Å):
1 Cl 2.2822 -0.9886 0.0458
2 C 0.6928 -0.3638 -0.5000
3 C -0.0536 1.0106 -0.1267
4 C -0.4592 -0.2275 0.5373
5 Cl -1.9325 -1.1010 -0.0436
6 H 0.0933 -0.9884 -1.3986
7 H 0.5237 1.6248 0.6578
8 H -0.7882 1.4608 -0.7966
9 H -0.3585 -0.4269 1.6246

=====

Molecular formula: C24H33N6O6P2
Method: DFT, ωB97M-V/def2-TZVPD

Summary:
**Total charge**: +1
**Largest force on an atom**: 2.90 eV/A
**Multiplicity**: 1
**Orbital gap**: 8.0 eV
**Energy relative to the best compared isomer or geometry (same formula, charge and spin)**: 0.0 kJ/mol
**LUMO energy**: -3.443 eV

Geometry (Å):
1 N 0.5094 -6.8839 -0.9533
2 P 0.6120 -5.5409 -1.6869
3 O 2.0492 -4.8630 -1.4834
4 O 0.4275 -5.7889 -3.2720
5 C -0.6724 -4.3175 -1.1278
6 C -1.4996 -4.8005 0.0921
7 O -1.3821 -4.0465 1.2766
8 C -1.3083 -2.6590 1.0815
9 C 0.0091 -2.3800 0.3563
10 P 1.4982 -2.9457 1.2562
11 O 1.5007 -4.3961 1.3360
12 O 2.7939 -2.4005 0.4842
13 O 1.5252 -2.2668 2.6669
14 N -0.0966 -2.9221 -1.0270
15 H 0.3102 -7.6427 -1.5967
16 H 2.5125 -5.3868 -0.7997
17 H 0.1735 -4.9830 -3.7516
18 H -1.3636 -4.2852 -1.9672
19 H -2.5546 -4.7879 -0.2041
20 H -1.2849 -5.8293 0.3573
21 H -2.1794 -2.2208 0.5806
22 H -1.2546 -2.2118 2.0694
23 H 0.0810 -1.2869 0.2822
24 H 2.8923 -2.8308 -0.3807
25 H 2.2890 -2.6564 3.1329
26 H 0.8205 -2.8290 -1.4747
27 H -0.7022 -2.2847 -1.5485
28 N -4.2295 -1.3838 1.7908
29 C -5.4116 -1.8072 1.3408
30 C -6.5806 -1.0702 1.4349
31 C -6.5242 0.1775 2.0338
32 C -5.3079 0.6359 2.5101
33 C -4.1973 -0.1778 2.3629
34 H -5.4115 -2.7912 0.8833
35 H -7.5107 -1.4644 1.0498
36 H -7.4141 0.7855 2.1285
37 H -5.2247 1.6035 2.9828
38 H -3.2236 0.1440 2.7188
39 N 1.6220 0.8213 0.9395
40 C 1.5294 1.9135 1.6983
41 C 2.4138 2.9767 1.6157
42 C 3.4529 2.8993 0.7005
43 C 3.5646 1.7691 -0.0929
44 C 2.6236 0.7677 0.0683
45 H 0.7054 1.9269 2.4026
46 H 2.2925 3.8414 2.2527
47 H 4.1652 3.7092 0.6083
48 H 4.3599 1.6666 -0.8187
49 H 2.6608 -0.1344 -0.5298
50 N -5.9077 3.8180 1.4878
51 C -5.9486 4.9058 2.2565
52 C -5.0227 5.9356 2.1862
53 C -3.9926 5.8298 1.2677
54 C -3.9311 4.7060 0.4600
55 C -4.9096 3.7361 0.6093
56 H -6.7704 4.9458 2.9629
57 H -5.1085 6.7964 2.8346
58 H -3.2489 6.6116 1.1817
59 H -3.1429 4.5844 -0.2705
60 H -4.9033 2.8409 -0.0044
61 N 5.6540 2.5814 -3.3809
62 C 6.3683 2.3360 -4.4783
63 C 7.6808 2.7473 -4.6508
64 C 8.2867 3.4569 -3.6275
65 C 7.5605 3.7238 -2.4789
66 C 6.2557 3.2639 -2.4088
67 H 5.8537 1.7807 -5.2547
68 H 8.2128 2.5175 -5.5634
69 H 9.3097 3.7969 -3.7235
70 H 7.9952 4.2750 -1.6566
71 H 5.6485 3.4478 -1.5284

=====

Molecular formula: C27H42BBeN7Si
Method: DFT, ωB97M-V/def2-TZVPD

Summary:
**Largest force on an atom**: 0.14 eV/A
**Multiplicity**: 1
**Orbital gap**: 8.2 eV
**Energy relative to the best compared isomer or geometry (same formula, charge and spin)**: 0.0 kJ/mol
**LUMO energy**: 0.663 eV

Geometry (Å):
1 Be -0.0757 -1.1302 -0.8124
2 C -3.3661 -2.8820 -0.4195
3 C -3.5062 -1.3944 -0.1116
4 C -3.1081 -1.0856 1.3306
5 C -2.8047 -0.4899 -1.0895
6 C -3.4728 0.3424 -1.9845
7 C -2.4881 1.0972 -2.5893
8 N -1.3076 0.7365 -2.0945
9 N -1.4798 -0.2552 -1.1728
10 B -0.0430 1.6352 -2.1241
11 N 1.2143 0.7379 -2.0928
12 C 2.4391 1.1207 -2.4593
13 C 3.3681 0.3749 -1.7661
14 C 2.6205 -0.4700 -0.9424
15 N 1.3149 -0.2521 -1.1652
16 C 3.1371 -1.3701 0.1413
17 C 4.0915 -0.5787 1.0399
18 C 3.8099 -2.6336 -0.3882
19 N -0.0371 2.5209 -0.8761
20 C -0.1048 3.8660 -0.7925
21 C -0.0714 4.2101 0.5373
22 C 0.0248 2.9748 1.2168
23 N 0.0392 1.9698 0.3562
24 C 0.1347 2.7433 2.6984
25 C 0.0966 1.2594 3.0486
26 C 1.4064 3.3956 3.2465
27 H -4.0188 -3.4578 0.2396
28 H -2.3412 -3.2069 -0.2521
29 H -3.6424 -3.1040 -1.4517
30 H -4.5614 -1.1317 -0.2278
31 H -2.1002 -1.4400 1.5392
32 H -3.7830 -1.5952 2.0199
33 H -3.1478 -0.0141 1.5329
34 H -4.5361 0.3975 -2.1398
35 H -2.5481 1.8929 -3.3129
36 H -0.0528 2.3079 -3.1193
37 H 2.5635 1.9225 -3.1684
38 H 4.4399 0.4478 -1.8247
39 H 2.2870 -1.6690 0.7502
40 H 4.9992 -0.2977 0.5012
41 H 4.3853 -1.1906 1.8938
42 H 3.6213 0.3326 1.4124
43 H 4.6068 -2.3910 -1.0956
44 H 3.0899 -3.2793 -0.8842
45 H 4.2474 -3.1918 0.4409
46 H -0.1682 4.4722 -1.6817
47 H -0.1048 5.2008 0.9586
48 H -0.7239 3.2310 3.1732
49 H 0.9501 0.7411 2.6056
50 H -0.8114 0.7866 2.6720
51 H 0.1368 1.1262 4.1314
52 H 2.2885 2.9316 2.7987
53 H 1.4686 3.2742 4.3297
54 H 1.4380 4.4618 3.0197
55 C -0.8302 -2.4731 -3.3655
56 Si -0.0837 -3.6381 -2.0948
57 C 1.5670 -4.1665 -2.8160
58 C -1.1402 -5.1907 -2.0194
59 N 0.0118 -2.7270 -0.6112
60 C 0.3270 -3.2461 0.6384
61 C 0.7121 -4.5785 0.8483
62 C 1.0252 -5.0446 2.1165
63 C 0.9759 -4.2074 3.2218
64 C 0.6063 -2.8816 3.0347
65 C 0.2848 -2.4148 1.7728
66 H -0.8328 -2.9923 -4.3281
67 H -0.2419 -1.5601 -3.5029
68 H -1.8575 -2.1815 -3.1404
69 H 1.3808 -4.6463 -3.7813
70 H 2.1090 -4.8825 -2.1955
71 H 2.2172 -3.3070 -2.9928
72 H -1.3947 -5.4757 -3.0446
73 H -2.0725 -5.0451 -1.4752
74 H -0.6207 -6.0400 -1.5730
75 H 0.7780 -5.2553 0.0059
76 H 1.3177 -6.0807 2.2376
77 H 1.2228 -4.5788 4.2072
78 H 0.5681 -2.1992 3.8755
79 H 0.0199 -1.3663 1.6485

=====

Molecular formula: C9H9ClO2
Method: DFT, ωB97M-V/def2-TZVPD

Summary:
**Largest force on an atom**: 5.31 eV/A
**Multiplicity**: 1
**Orbital gap**: 9.6 eV
**Energy relative to the best compared isomer or geometry (same formula, charge and spin)**: 108.8 kJ/mol
**Structure (SMILES)**: O[C@@H]1c2ccccc2[C@H](O)[C@H]1Cl
**LUMO energy**: 0.479 eV

Geometry (Å):
1 O 0.9402 2.3162 -0.8941
2 C 0.9266 0.9436 -1.0645
3 C -0.3096 0.1546 -0.6185
4 C -1.5029 0.1063 -1.3073
5 C -2.5966 -0.6205 -0.7944
6 C -2.4750 -1.1591 0.4849
7 C -1.1925 -1.2323 1.1012
8 C -0.1251 -0.5444 0.5922
9 C 1.2266 -0.3705 1.2263
10 O 1.2703 0.5802 2.2279
11 C 2.1723 0.0693 0.0529
12 Cl 2.8710 -1.3352 -0.7353
13 H 1.7900 2.7590 -1.1989
14 H 1.2687 0.7006 -2.1400
15 H -1.6703 0.9341 -2.1125
16 H -3.4299 -0.5670 -1.4049
17 H -3.1413 -1.7074 0.9556
18 H -1.1375 -1.7790 2.0516
19 H 1.6455 -1.3504 1.6502
20 H 0.6773 1.1655 1.7597
21 H 2.7920 0.9366 0.1678

=====

Molecular formula: C8H13N4
Method: DFT, ωB97M-V/def2-TZVPD

Summary:
**Total charge**: +1
**Largest force on an atom**: 5.43 eV/A
**Multiplicity**: 1
**Orbital gap (spin up / spin down)**: 7.5 / 7.5 eV
**Energy relative to the best compared isomer or geometry (same formula, charge and spin)**: 493.6 kJ/mol
**LUMO energy (spin up / spin down)**: -5.055 / -5.055 eV

Geometry (Å):
1 C 3.1164 -1.9459 -0.3536
2 C 1.0751 -0.7776 -0.2429
3 C 2.8562 0.6335 -0.0206
4 C 0.8660 1.6246 0.9608
5 C 1.6126 0.3994 0.6937
6 C -2.8700 -1.0573 -0.1766
7 C -0.4710 -0.6125 -0.5720
8 C -1.4218 -1.5838 0.0793
9 N 1.7846 -1.7320 -0.6180
10 N 3.9017 -1.0656 -0.0094
11 N 1.2325 2.8061 0.6837
12 N 3.3714 1.6008 -0.5626
13 H 3.3703 -2.9254 -0.6183
14 H 0.0825 1.4967 1.7273
15 H 1.7548 -0.2137 1.5913
16 H -3.5053 -1.9551 -0.1762
17 H -3.0191 -0.5536 -1.1558
18 H -3.1967 -0.3256 0.6232
19 H -0.6905 -0.5241 -1.7265
20 H -0.7376 0.3988 -0.3131
21 H -1.3496 -1.7217 1.1972
22 H -1.3253 -2.5947 -0.3046
23 H 0.6602 3.6025 0.9171
24 H 2.1502 3.0607 0.1649
25 H 4.2808 1.6274 -1.0439

=====

Molecular formula: H2O2S2
Method: DFT, ωB97M-V/def2-TZVPD

Summary:
**Largest force on an atom**: 3.06 eV/A
**Multiplicity**: 3
**⟨S²⟩**: 2.009
**Orbital gap (spin up / spin down)**: 9.4 / 7.0 eV
**Energy relative to the best compared isomer or geometry (same formula, charge and spin)**: 0.0 kJ/mol
**LUMO energy (spin up / spin down)**: 0.446 / -1.973 eV

Geometry (Å):
1 O -0.8204 -0.5880 -0.7578
2 O 1.6672 0.1404 0.4664
3 S -1.9546 -0.3339 0.4083
4 S 3.0927 0.4205 -0.0511
5 H -0.0201 -0.7447 -0.2334
6 H -1.9647 1.1057 0.1675

=====

Molecular formula: C17H25N2O6S2Tc
Method: DFT, ωB97M-V/def2-TZVPD

Summary:
**Largest force on an atom**: 3.39 eV/A
**Multiplicity**: 1
**Orbital gap (spin up / spin down)**: 6.4 / 6.4 eV
**Energy relative to the best compared isomer or geometry (same formula, charge and spin)**: 213.8 kJ/mol
**LUMO energy (spin up / spin down)**: -1.947 / -1.932 eV

Geometry (Å):
1 Tc 0.8870 0.7313 0.8383
2 C -3.9431 -3.4714 -1.3921
3 C -3.3359 -2.5334 -0.3953
4 C -2.5904 -1.4291 -0.7963
5 C -2.0563 -0.5661 0.1454
6 C -2.2654 -0.8105 1.4883
7 C -2.9770 -1.9166 1.9067
8 C -3.5099 -2.7748 0.9649
9 S -1.6962 0.3750 2.7035
10 O -2.0693 -0.0994 4.0041
11 O -2.2144 1.6495 2.2987
12 N -0.0307 0.3845 2.5792
13 C 0.4741 -0.8045 3.1655
14 C 0.3870 -1.9059 2.0135
15 O -0.0232 -3.0124 2.2757
16 O 0.7399 -1.4225 0.9120
17 H -3.8208 -3.1125 -2.4114
18 H -5.0039 -3.6085 -1.1842
19 H -3.4666 -4.4476 -1.3107
20 H -2.4440 -1.2344 -1.8521
21 H -1.5002 0.3122 -0.1600
22 H -3.1145 -2.0764 2.9631
23 H -4.0790 -3.6342 1.2853
24 H -0.1237 -1.1024 4.0269
25 H 1.5287 -0.6872 3.4278
26 N 1.0666 4.7350 -2.1228
27 C 0.9164 3.6388 -1.3477
28 O 1.0854 2.5189 -1.7938
29 C 0.5104 3.9094 0.0795
30 C -0.0974 2.6690 0.7266
31 H 1.3953 4.6335 -3.0688
32 H 0.9967 5.6614 -1.7439
33 H -0.2136 4.7301 0.1079
34 H 1.4025 4.2282 0.6230
35 H -1.0296 2.4585 0.1916
36 H -0.4029 2.9511 1.7351
37 C 0.9644 -1.8140 -2.3839
38 C 0.9769 -0.2979 -2.2255
39 O 1.8096 0.1112 -1.1459
40 C 3.1962 0.1753 -1.4774
41 C 4.0544 -0.4202 -0.3700
42 H 0.2500 -2.1060 -3.1494
43 H 0.6934 -2.2680 -1.4329
44 H 1.9418 -2.1853 -2.6844
45 H -0.0281 0.0678 -2.0041
46 H 1.3143 0.1952 -3.1461
47 H 3.4594 1.2278 -1.6510
48 H 3.3643 -0.3852 -2.4034
49 H 3.9636 0.1679 0.5405
50 H 5.0944 -0.4274 -0.6858
51 H 3.7373 -1.4382 -0.1555
52 S 3.4989 2.6566 2.0372
53 C 2.3270 1.8038 1.4539

=====

Molecular formula: C2H6OSi
Method: DFT, ωB97M-V/def2-TZVPD

Summary:
**Largest force on an atom**: 2.79 eV/A
**Multiplicity**: 1
**Orbital gap**: 7.2 eV
**Energy relative to the best compared isomer or geometry (same formula, charge and spin)**: 401.0 kJ/mol
**LUMO energy**: -0.174 eV

Geometry (Å):
1 C -2.6703 0.1465 -0.1681
2 C 2.1614 -0.3010 -0.1961
3 O -1.6108 0.5874 0.2839
4 Si 0.7614 0.9413 0.0165
5 H -2.8110 -0.9624 -0.2109
6 H -3.6037 0.7102 -0.2902
7 H 3.1258 -0.0060 -0.8552
8 H 2.4865 -0.7543 0.7973
9 H 1.7083 -1.0553 -0.8332
10 H 0.4525 0.6936 1.4559

=====

Molecular formula: C32H65BrN7O7P
Method: DFT, ωB97M-V/def2-TZVPD

Summary:
**Largest force on an atom**: 5.14 eV/A
**Multiplicity**: 1
**Orbital gap**: 7.7 eV
**Structure (SMILES)**: C[C@H](Br)CP(CCCCn1cccc1)C[C@H]1CO1.CN(C)C=O.CN(C)C=O.CN(C)C=O.CN(C)C=O.CN(C)C=O.CN(C)C=O
**LUMO energy**: 0.570 eV

Geometry (Å):
1 C 3.1028 -5.9968 1.6409
2 C 3.7620 -4.8121 2.5140
3 Br 2.6354 -4.4879 4.1056
4 C 3.9800 -3.5070 1.5916
5 P 4.1530 -1.9069 2.5725
6 C 2.4353 -1.1650 2.9419
7 C 1.5737 -0.8743 1.6278
8 C 0.0482 -0.7246 2.0837
9 C -1.0086 -1.0001 0.9406
10 N -1.0178 -2.3835 0.4232
11 C -0.2097 -3.5055 0.6968
12 C -0.6061 -4.6780 -0.1370
13 C -1.7850 -4.1483 -0.9451
14 C -2.0083 -2.7168 -0.5419
15 C 4.9930 -0.5419 1.5539
16 C 5.7496 -1.2619 0.2371
17 C 7.0692 -0.4284 -0.3083
18 O 7.1108 -1.7969 0.5006
19 H 3.5553 -7.0080 1.8709
20 H 2.0207 -6.0611 1.9979
21 H 3.1136 -5.7477 0.5377
22 H 4.7855 -5.2048 2.8174
23 H 3.1158 -3.4917 0.8379
24 H 4.8990 -3.7627 0.9626
25 H 1.8718 -1.7439 3.7261
26 H 2.6648 -0.1468 3.4045
27 H 1.7520 -1.7008 0.8811
28 H 1.9306 0.1006 1.1628
29 H -0.1459 -1.3187 3.0374
30 H -0.0747 0.3695 2.3925
31 H -0.8539 -0.2410 0.1066
32 H -2.0357 -0.7764 1.3880
33 H 0.6212 -3.4802 1.4492
34 H -0.1012 -5.6785 -0.1318
35 H -2.3491 -4.7600 -1.7004
36 H -2.8281 -2.0360 -0.9592
37 H 4.2563 0.1690 1.0810
38 H 5.8294 -0.0475 2.1203
39 H 5.0725 -1.7823 -0.5659
40 H 7.6987 -0.9080 -1.1155
41 H 7.6462 0.1624 0.4672
42 C 6.5685 1.1427 -4.2113
43 N 5.1760 1.2500 -3.8273
44 C 4.1920 1.5909 -4.8371
45 C 4.7628 1.0409 -2.5488
46 O 3.6111 1.1152 -2.1616
47 H 6.9031 2.1009 -4.6171
48 H 6.6706 0.3682 -4.9757
49 H 7.1897 0.8819 -3.3539
50 H 3.6832 2.5129 -4.5466
51 H 3.4521 0.7902 -4.9032
52 H 4.6718 1.7272 -5.8061
53 H 5.5876 0.7885 -1.8636
54 C -7.6410 -0.9050 -1.9532
55 N -6.2814 -1.2087 -1.5542
56 C -5.4810 -2.0733 -2.3995
57 C -5.7379 -0.7117 -0.4204
58 O -4.6001 -0.9283 -0.0293
59 H -8.2051 -1.8363 -2.0239
60 H -7.6228 -0.4151 -2.9259
61 H -8.1249 -0.2470 -1.2293
62 H -5.1688 -2.9490 -1.8240
63 H -4.5906 -1.5316 -2.7226
64 H -6.0519 -2.3921 -3.2707
65 H -6.4318 -0.0689 0.1452
66 C -3.4731 3.3680 -3.3249
67 N -4.0480 2.0385 -3.3435
68 C -3.3856 0.9772 -2.6061
69 C -5.1850 1.7575 -4.0293
70 O -5.7244 0.6654 -4.0892
71 H -2.4619 3.3263 -3.7371
72 H -3.4310 3.7251 -2.2930
73 H -4.0719 4.0600 -3.9179
74 H -3.1101 0.1772 -3.2975
75 H -4.0717 0.5732 -1.8612
76 H -2.4920 1.3571 -2.1117
77 H -5.5998 2.6356 -4.5515
78 C 5.0551 2.3625 7.5228
79 N 4.3452 1.6507 6.4782
80 C 3.3757 0.6383 6.8513
81 C 4.5581 1.9003 5.1605
82 O 3.9927 1.3354 4.2387
83 H 5.6156 1.6441 8.1271
84 H 4.3317 2.8841 8.1538
85 H 5.7468 3.0891 7.0981
86 H 3.6737 -0.3212 6.4217
87 H 2.3969 0.9116 6.4492
88 H 3.3145 0.5507 7.9358
89 H 5.3107 2.6834 4.9837
90 C 1.1886 6.8330 5.0555
91 N 2.1012 5.7126 5.1589
92 C 1.7576 4.4610 4.5069
93 C 3.2681 5.7950 5.8462
94 O 4.0731 4.8903 5.9679
95 H 0.2238 6.5492 5.4831
96 H 1.0578 7.0918 4.0019
97 H 1.5747 7.7008 5.5909
98 H 1.7059 3.6674 5.2559
99 H 2.5349 4.2065 3.7831
100 H 0.7978 4.5474 3.9982
101 H 3.4339 6.7848 6.3021
102 C -9.2531 -1.3815 -7.9990
103 N -8.9614 -1.0491 -6.6198
104 C -8.5400 0.3019 -6.2945
105 C -9.0692 -1.9611 -5.6205
106 O -8.8383 -1.7425 -4.4457
107 H -8.3592 -1.2127 -8.6046
108 H -10.0624 -0.7408 -8.3582
109 H -9.5557 -2.4248 -8.0928
110 H -7.5520 0.2690 -5.8284
111 H -9.2464 0.7374 -5.5839
112 H -8.5005 0.9155 -7.1946
113 H -9.3950 -2.9535 -5.9731